The molecule C5H8S, computed with ωB97M-V with the def2-TZVPD basis set.

```
14
Properties=species:S:1:pos:R:3:mulliken_charge:R:1
C -2.156 -0.331 -0.112 -0.428
C -0.723 -0.793 0.289 -0.295
C 0.127 1.653 0.266 -0.517
C 1.386 0.764 -0.217 -0.472
H 2.291 0.867 0.502 0.327
S 1.045 -1.023 -0.002 -0.153
C -0.906 0.592 -0.290 -0.139
H -2.529 -0.264 0.908 0.214
H -2.848 -0.613 -0.949 0.291
H -0.895 0.596 -1.446 0.180
H 0.144 1.670 1.477 0.190
H -0.696 -0.600 1.299 0.222
H 1.753 0.725 -1.312 0.279
H -0.307 2.676 -0.057 0.302
```

Output
SMILES   C1C[C@@H]2C[C@H]2S1
Total energy   -593.3222 Ha
LUMO level   1.037 eV
Maximum force   0.057 Eh/bohr
Kohn-Sham gap   9.334 eV
Charge   0



The molecule C4H6N4, computed with ωB97M-V with the def2-TZVPD basis set.

```
14
Properties=species:S:1:pos:R:3:mulliken_charge:R:1
H -2.763 0.845 0.476 0.272
N 0.544 1.078 0.016 -0.054
N -2.339 -0.945 -0.211 -0.225
N 2.584 -0.312 -0.075 -0.630
C -1.074 -0.320 -0.048 0.913
H 2.977 -0.663 0.837 0.311
C -0.778 1.018 -0.103 -0.765
N -3.240 -0.059 0.117 -0.456
H 1.019 1.900 -0.432 0.295
H 0.271 -2.083 -0.008 0.393
C 1.134 -0.178 0.103 0.050
C 0.175 -1.029 0.081 -0.702
H -1.330 1.989 -0.127 0.288
H 2.820 -1.241 -0.626 0.309
```

Output
SMILES   [H]/N=N\c1c[nH]c(N)c1
Total energy   -374.9401 Ha
LUMO level   0.359 eV
Maximum force   0.103 Eh/bohr
Kohn-Sham gap   9.029 eV
Charge   0



A cluster of 3 separate species, C32H61N4O7S2 in total, computed with ωB97M-V with the def2-TZVPD basis set.

```
106
Properties=species:S:1:pos:R:3:mulliken_charge:R:1
H 1.175 -3.808 0.076 0.189
C -3.068 1.778 0.970 -0.021
H 0.344 6.153 -3.078 0.340
C 2.032 4.046 -0.351 -1.278
H 2.606 4.070 2.864 0.341
H -0.704 4.398 -5.780 0.263
H -2.531 -8.257 0.076 0.371
H 2.122 3.576 -1.358 0.329
H -2.876 2.214 1.977 0.392
H 2.385 8.851 -0.780 0.319
H -2.323 0.966 0.754 -0.030
H 2.206 9.185 0.974 0.336
C 0.342 6.567 -7.462 -1.020
H 2.838 -12.677 4.927 0.356
H 4.041 -10.696 4.131 0.295
H 1.456 6.974 1.163 0.169
H 4.195 3.511 2.248 0.515
O 1.323 -8.376 4.828 -0.709
H -0.275 0.067 -2.607 0.376
H -1.759 6.056 -6.996 0.277
H 0.569 5.437 -5.078 0.403
C -1.165 -8.045 1.769 -0.419
H 3.939 1.300 0.519 0.298
C -0.873 6.467 -6.447 -0.409
O -2.544 -5.553 3.420 -0.684
C -1.848 -7.520 0.500 -0.750
C -2.257 5.265 2.280 -0.078
H 1.303 6.271 -6.965 0.306
H -2.159 6.371 -4.233 0.312
N -2.087 4.793 -1.296 -0.360
C -4.493 1.086 0.977 -0.763
C -2.589 -6.233 0.875 -0.684
O -1.027 -4.316 1.826 -0.592
H -0.633 -0.901 -1.119 0.358
H 2.733 4.922 -0.357 0.489
H 0.148 5.911 -8.343 0.291
C 0.141 -0.279 -1.629 -0.776
S 1.093 -9.621 4.137 1.250
H -0.229 -6.985 3.449 0.373
C 1.476 -2.757 -0.122 -0.607
H 2.144 -10.580 6.019 0.356
C 3.234 -11.072 3.497 -0.687
C 2.414 -9.898 2.955 -0.640
C 0.608 0.954 -0.745 -0.026
H 0.631 4.646 1.179 0.299
H -1.915 -8.452 2.450 0.302
O -0.167 -9.918 3.497 -0.651
H -1.090 -7.301 -0.258 0.296
H 2.560 -2.577 0.098 0.312
H 0.476 0.761 0.346 0.357
H 0.397 -6.536 1.836 0.321
C -0.488 -6.835 2.403 -0.645
S -1.693 -5.525 2.257 1.107
H 3.013 -8.992 2.868 0.423
H -2.472 5.936 3.126 0.447
C -2.250 4.681 1.216 -1.755
H -3.607 -6.438 1.204 0.356
H 3.714 2.250 -0.977 0.374
C 1.642 8.881 0.051 -1.192
H -0.118 7.702 0.659 0.264
H 3.524 5.032 1.581 0.209
H -0.422 2.694 0.901 1.361
C -1.916 3.908 -0.080 1.800
H -2.039 4.585 -3.998 0.241
H -2.364 4.124 -2.021 0.410
N -4.773 0.416 -0.324 -0.612
H 1.960 -10.136 1.993 0.354
O 1.349 -1.026 -1.940 -0.370
H -5.593 -0.191 -0.226 0.264
C -0.207 2.245 -1.216 -1.453
H -0.452 -8.832 1.546 0.265
C -1.452 5.532 -4.036 -0.451
H -4.037 3.401 -0.105 0.746
H 3.693 -11.639 2.686 0.339
H 0.900 -2.056 0.542 0.219
O 0.947 6.633 -0.829 -0.537
H 0.446 7.645 -7.756 0.295
H -4.631 0.390 1.834 0.457
H 1.604 -12.481 3.677 0.283
H 0.892 9.689 -0.141 0.318
H 0.313 2.759 -2.072 0.265
C 0.575 4.430 0.075 -0.783
C 3.851 2.347 0.136 -1.690
H -2.602 -5.519 0.052 0.390
C 1.184 -2.391 -1.597 0.559
H -5.240 1.927 1.070 0.320
H -1.146 1.827 -1.677 0.625
H 1.851 2.401 1.212 0.268
C -0.856 5.416 -1.629 -0.595
H -5.085 1.127 -0.995 0.235
C 2.614 3.097 0.801 1.013
H 0.607 -11.410 5.640 0.401
N -0.567 5.732 -2.874 -0.006
C 3.238 4.018 1.947 -1.325
H -1.079 7.439 -5.941 0.384
H -3.101 2.326 -1.198 0.331
C -3.074 2.821 -0.198 -1.746
O 0.802 -3.146 -2.450 -0.541
H 4.814 2.891 0.287 0.498
C 2.291 -11.942 4.335 -0.558
H 1.664 1.140 -1.048 -0.142
N 0.015 5.657 -0.563 1.378
C -0.488 3.274 -0.060 -0.312
C -0.520 5.411 -5.326 -0.827
C 0.937 7.518 0.336 0.158
C 1.514 -10.976 5.222 -0.822
```

Output
Total energy   -2797.5512 Ha
LUMO level   -2.219 eV
Maximum force   0.057 Eh/bohr
Kohn-Sham gap   9.151 eV
Charge   +1



A cluster of 2 separate species, C4H6O2 in total, computed with ωB97M-V with the def2-TZVPD basis set.

```
12
Properties=species:S:1:pos:R:3:mulliken_charge:R:1
H -2.607 -0.555 0.227 0.340
H 1.680 -0.822 -0.290 0.290
O -0.556 0.901 -1.979 -0.401
O 2.480 0.505 1.004 -0.424
C -0.616 0.258 0.420 -0.332
H -2.353 0.468 1.652 0.275
H -1.702 -1.183 1.611 0.284
C -1.891 -0.288 1.010 -1.138
H 0.242 0.490 1.047 0.438
H 3.427 -0.212 -0.631 0.263
C -0.570 0.612 -0.844 0.552
C 2.533 -0.189 0.018 -0.146
```

Output
SMILES   CC=C=O.C=O
Total energy   -306.4248 Ha
LUMO level   0.581 eV
Maximum force   0.017 Eh/bohr
Kohn-Sham gap   9.392 eV
Charge   0



A structure of composition C6H11NO, computed with ωB97M-V with the def2-TZVPD basis set.

```
19
Properties=species:S:1:pos:R:3:mulliken_charge:R:1
H 0.230 -3.065 1.012 0.221
C 0.645 -1.123 0.256 -0.217
H -1.854 -0.898 -0.211 0.212
H -0.753 2.429 0.612 0.304
N -1.493 -0.218 -0.871 -0.362
H 0.069 2.187 2.186 0.354
H 1.593 -1.446 -0.163 0.384
C 0.539 0.146 -2.081 -0.940
C -0.104 -0.177 -0.943 0.382
H 1.078 -0.107 1.091 0.112
C 0.909 1.122 0.575 0.704
H 0.005 0.337 -3.006 0.248
H 1.602 0.352 -2.082 0.272
H -0.996 -1.769 1.504 0.297
H -1.007 0.932 1.518 0.271
O 1.901 1.620 0.124 -0.511
C -0.117 -2.044 0.935 -0.904
C -0.279 1.700 1.273 -1.026
H -1.967 0.023 -1.731 0.200
```

Output
Total energy   -365.0140 Ha
LUMO level   0.387 eV
Maximum force   0.088 Eh/bohr
Kohn-Sham gap   7.668 eV
Charge   0



The molecule C3H5N5, computed with ωB97M-V with the def2-TZVPD basis set.

```
13
Properties=species:S:1:pos:R:3:mulliken_charge:R:1
N -0.756 2.124 -0.868 0.124
N -1.696 1.222 -1.345 -0.522
H 1.528 0.484 1.539 0.277
N 1.279 -0.562 1.444 -0.456
N 0.165 -2.128 0.059 -0.666
H 0.438 -2.979 0.779 0.200
C 0.439 -0.891 0.471 0.365
H -1.382 -0.922 -1.369 0.605
C -1.123 0.010 -1.141 -0.243
H -0.782 3.108 -1.173 0.256
C -0.001 0.194 -0.502 0.316
N 0.364 1.526 -0.281 -0.524
H 1.528 -1.185 2.387 0.267
```

Output
SMILES   [H]/N=C(\N)c1cn[nH]n1
Total energy   -390.9925 Ha
LUMO level   0.553 eV
Maximum force   0.148 Eh/bohr
Kohn-Sham gap   9.480 eV
Charge   0



A cluster of 2 separate species, CF2O2 in total, computed with ωB97M-V with the def2-TZVPD basis set.

```
5
Properties=species:S:1:pos:R:3:mulliken_charge:R:1
O -0.930 -0.515 0.702 -0.174
O -0.936 -0.455 -0.750 -0.176
F 0.253 1.379 0.048 -0.106
C -0.049 0.134 -0.003 0.881
F 1.663 -0.543 0.003 -0.426
```

Output
Total energy   -388.1209 Ha
LUMO level   -0.336 eV
Maximum force   0.104 Eh/bohr
Kohn-Sham gap   12.514 eV
Charge   0



Look up the total energy of the sixth one.
-390.9925 Ha



Look up the total energy of the third one.
-2797.5512 Ha